Entry 1:
Density functional theory data (the ωB97M-V functional and the def2-TZVPD basis) for a structure of composition C20H36KN5PS2.

Values from the calculation:
energy relative to the best compared isomer or geometry (same formula, charge and spin)	0.0000	eV
frontier orbital gap	8.32	eV

ORCA input file:
```
! RIJCOSX wB97M-V def2-TZVPD def2/J DEFGRID3
* xyz 1 1
K 0.1429 -0.0585 -0.0787
C -1.7233 -3.4217 4.3123
N -1.4908 -1.9955 4.4825
C -1.3515 -1.3580 5.6971
C -1.1506 -0.0593 5.4457
N -1.1719 0.1095 4.0572
C -1.3707 -1.1244 3.4551
S -1.4580 -1.6228 1.8497
C -1.0297 1.3893 3.4444
C -1.0851 2.5468 4.2251
C -0.9144 3.7666 3.5985
C -0.7097 3.8160 2.2245
C -0.7015 2.6126 1.5553
N -0.8510 1.4244 2.1423
H -1.8609 -3.8525 5.3006
H -0.8735 -3.8833 3.8140
H -2.6129 -3.5789 3.7075
H -1.4017 -1.8913 6.6289
H -0.9824 0.7448 6.1326
H -1.2713 2.5173 5.2857
H -0.9514 4.6749 4.1852
H -0.5744 4.7497 1.6985
H -0.5631 2.5810 0.4761
C 0.0439 4.2534 -4.1978
C -0.5363 3.2421 -3.2142
P 0.6555 2.2896 -2.1901
C 1.6731 3.6352 -1.4454
C 2.6552 3.1666 -0.3767
C 1.7917 1.5644 -3.4495
C 2.5720 0.3614 -2.9214
H -0.7487 4.7334 -4.7721
H 0.7195 3.7790 -4.9107
H 0.5993 5.0418 -3.6894
H -1.1430 2.5010 -3.7422
H -1.2236 3.7310 -2.5178
H 0.9632 4.3526 -1.0190
H 2.1965 4.1734 -2.2395
H 2.1586 2.6576 0.4535
H 3.2036 4.0142 0.0373
H 3.3907 2.4656 -0.7742
H 2.4705 2.3346 -3.8242
H 1.1763 1.2611 -4.3010
H 3.1390 0.5961 -2.0190
H 3.2764 -0.0130 -3.6651
H 1.9032 -0.4681 -2.6758
C 4.9997 2.4303 2.6647
C 4.7314 1.0572 3.2527
N 5.1558 -0.0087 2.3509
C 4.3560 -0.7098 1.5414
S 2.6721 -0.4758 1.4779
N 4.9333 -1.6344 0.7556
C 6.3532 -1.9412 0.6666
C 7.1379 -0.9548 -0.1855
H 4.6868 3.2129 3.3568
H 4.4487 2.5563 1.7318
H 6.0619 2.5762 2.4600
H 3.6718 0.9097 3.4443
H 5.2596 0.9159 4.1967
H 6.1486 -0.1582 2.2704
H 4.2848 -2.1447 0.1808
H 6.4264 -2.9437 0.2470
H 6.7716 -2.0248 1.6741
H 6.7609 -0.9485 -1.2082
H 8.1912 -1.2338 -0.2127
H 7.0704 0.0656 0.1955
*
```

=====

Entry 2:
Density functional theory data (the ωB97M-V functional and the def2-TZVPD basis) for a structure of composition C20H36MoNO2P3S at a distorted geometry.

Values from the calculation:
frontier orbital gap (alpha / beta)	4.75 / 4.17	eV

ORCA input file:
```
! RIJCOSX wB97M-V def2-TZVPD def2/J DEFGRID3
* xyz 4 3
P 3.3557 -2.0253 0.2557
C 3.7976 -1.8502 2.0371
H 4.7071 -2.4246 2.2658
H 2.9566 -2.2383 2.6302
H 3.9370 -0.7896 2.2859
C 4.5219 -3.3742 -0.2141
H 4.9689 -3.1447 -1.1905
H 3.9338 -4.2989 -0.3030
H 5.3038 -3.5097 0.5456
C 4.3026 -0.5874 -0.4055
H 5.2486 -0.9195 -0.8510
H 4.4884 0.1470 0.3873
H 3.6793 -0.1218 -1.1769
P -1.1681 3.0741 -0.5225
C -1.3613 3.3709 1.2548
H -1.1573 4.4294 1.4818
H -0.6801 2.7230 1.8270
H -2.3930 3.1287 1.5419
C -0.1955 4.4971 -1.1027
H -0.1434 4.4707 -2.1964
H 0.8207 4.4329 -0.6966
H -0.6791 5.4276 -0.7678
C -2.8273 3.4722 -1.1576
H -3.0182 4.5474 -1.0249
H -3.5606 2.8855 -0.5902
H -2.8968 3.2073 -2.2178
P -2.3170 -2.4287 0.3791
C -2.7348 -2.7030 2.0838
H -3.4092 -3.5681 2.1204
H -3.2349 -1.8271 2.5145
H -1.8291 -2.9223 2.6653
C -3.6773 -2.7351 -0.7394
H -4.0875 -3.7299 -0.4964
H -3.3227 -2.7145 -1.7845
H -4.4574 -1.9648 -0.5981
C -0.8979 -3.3978 -0.1320
H -1.1665 -4.4688 -0.1207
H -0.0640 -3.2254 0.5691
H -0.5785 -3.1109 -1.1473
Mo -0.2099 0.6401 -2.0262
C 0.9288 0.9674 -0.3014
O 1.5247 1.0268 0.7004
C -1.7423 -0.6260 -0.0772
O -1.9325 0.2432 0.7385
C -1.6132 0.5462 -3.5607
C -1.0766 -0.7358 -3.3134
C 0.3220 -0.9231 -3.3080
C 1.1874 0.1786 -3.5084
C 0.6455 1.4630 -3.7304
C -0.7538 1.6540 -3.7475
H -2.6842 0.7063 -3.4990
H -1.7350 -1.5571 -3.0587
H 0.7351 -1.8951 -3.0709
H 2.2553 0.0457 -3.4238
H 1.3049 2.3210 -3.8160
H -1.1641 2.6433 -3.8449
S -0.5250 -0.9829 4.3599
C 1.1225 -0.4593 4.2517
C 1.1912 0.7207 3.5262
N -0.0251 1.1805 3.0802
C -1.0196 0.4018 3.4268
H 1.9542 -0.9819 4.7078
H 2.1113 1.2621 3.3276
H -2.0685 0.5890 3.2238
*
```

=====

Entry 3:
Density functional theory data (the ωB97M-V functional and the def2-TZVPD basis) for the molecule C20H36N2O4.

Values from the calculation:
energy relative to the best compared isomer or geometry (same formula, charge and spin)	3.0035	eV
frontier orbital gap	9.43	eV

ORCA input file:
```
! RIJCOSX wB97M-V def2-TZVPD def2/J DEFGRID3
* xyz 0 1
C -2.5559 -2.4069 -2.4855
C -3.1409 -1.0038 -2.3867
H -2.7540 -0.3690 -3.1934
H -4.2331 -1.0471 -2.4654
O -2.8850 -0.3810 -1.1320
C -1.8029 0.4882 -1.0870
C -1.7695 1.1654 0.2937
H -2.7849 1.5138 0.4789
C -0.8414 2.3898 0.2277
H -0.9765 2.8760 -0.7423
C -1.1271 3.4072 1.3326
H -2.1322 3.8119 1.2015
C -0.1252 4.5659 1.3305
O -0.2463 5.4130 0.2148
H -0.1080 4.8941 -0.5849
H 0.8985 4.1667 1.3998
H -0.3021 5.2086 2.1962
H -1.0809 2.9264 2.3107
H 0.1998 2.0594 0.2879
C -1.3071 0.2082 1.4141
C -0.2743 -0.7316 0.8670
C 0.0263 -0.8314 -0.4238
O -0.5798 -0.1233 -1.4249
C 1.0349 -1.8152 -0.9562
O 0.6884 -2.7458 -1.6608
N 2.3142 -1.6378 -0.5601
C 2.8579 -0.4534 0.0567
H 2.0507 0.2123 0.3599
C 3.7906 0.2585 -0.9270
N 4.8480 -0.6458 -1.3362
C 5.8398 0.0142 -2.1558
H 6.6309 -0.6948 -2.3938
H 6.2713 0.8418 -1.5946
H 5.4240 0.4061 -3.0972
C 4.2764 -1.8049 -1.9997
C 3.3456 -2.5367 -1.0353
H 2.8582 -3.3765 -1.5319
H 3.9197 -2.8937 -0.1746
H 5.0879 -2.4717 -2.2980
H 3.7091 -1.5173 -2.9031
H 4.2417 1.1245 -0.4368
H 3.1984 0.6136 -1.7912
H 3.4330 -0.7524 0.9397
H 0.2676 -1.3445 1.5696
H -0.7930 0.8389 2.1515
C -2.3949 -0.5509 2.2391
C -1.7885 -0.8863 3.6093
H -0.8777 -1.4703 3.5063
H -1.5559 0.0209 4.1647
H -2.4945 -1.4699 4.1957
C -2.8277 -1.8512 1.5619
H -3.6121 -2.3286 2.1459
H -1.9933 -2.5430 1.4763
H -3.2080 -1.6447 0.5679
C -3.6306 0.3223 2.4728
H -3.3519 1.3137 2.8253
H -4.2176 0.4166 1.5633
H -4.2627 -0.1398 3.2282
H -1.9235 1.2559 -1.8772
H -1.4730 -2.3916 -2.3961
H -2.8234 -2.8405 -3.4458
H -2.9574 -3.0325 -1.6921
*
```